1) Molecular formula: C3H9N2
Method: DFT, wB97M-V/def2-TZVPD

Structure (XYZ):
```
14
Properties=species:S:1:pos:R:3:lowdin_charge:R:1
H 1.9699 -0.1006 1.3380 0.115
N -2.2440 0.1864 -0.1138 0.073
H -0.0323 1.4100 0.9794 0.066
N 1.2177 -1.1676 -0.1896 0.189
H 0.5501 -0.3845 -0.4156 0.085
H 0.4418 2.1630 -0.6538 0.065
H 1.1057 -2.0382 -0.7001 0.160
H -1.3529 1.0047 -1.7757 0.123
C -0.1776 1.4828 -0.0980 -0.059
H -2.5592 -0.6228 -0.6234 0.096
H 2.5620 -1.8641 1.2349 0.128
C 1.9570 -1.0566 0.8319 0.154
C -1.2465 0.9359 -0.6981 -0.293
H -2.1916 0.0517 0.8840 0.098
```

## Properties
Total charge   +1
Spin multiplicity   1


2) Molecular formula: C3H9N2
Method: DFT, wB97M-V/def2-TZVPD

Structure (XYZ):
```
14
Properties=species:S:1:pos:R:3:lowdin_charge:R:1
N 3.6983 -0.2397 0.0096 -0.005
H 2.7776 0.0369 -0.1881 -0.081
C -0.0027 0.3190 0.7386 0.409
H 0.1351 0.9731 1.5203 0.069
H -2.5751 0.6590 1.7498 0.141
N -2.5062 0.3532 0.7630 0.202
H 4.4147 0.5866 -0.1392 0.081
C -1.2174 0.1492 0.1827 -0.353
C -1.3136 -0.3105 -1.2598 -0.007
H -0.4683 -0.0037 -1.8842 0.103
H -2.2359 0.0481 -1.7749 0.116
H 3.7754 -0.7327 0.9489 0.044
H -3.1913 -0.4290 0.5911 0.163
H -1.2906 -1.4094 -1.2578 0.117
```

## Properties
Total charge   +1
Spin multiplicity   1


3) Molecular formula: C3H9N2
Method: DFT, wB97M-V/def2-TZVPD

Structure (XYZ):
```
14
Properties=species:S:1:pos:R:3:lowdin_charge:R:1
H 1.8598 -2.0893 -0.0759 0.090
H 2.0271 1.7183 -0.1279 0.049
H -1.5027 0.1072 -1.3491 0.153
C 1.1224 1.3008 0.0579 -0.032
H -1.8862 0.8934 -0.1342 0.178
H 0.3819 1.7779 -0.4763 0.042
N 2.0103 -1.0886 -0.0738 0.183
H -0.6072 -1.8235 0.1123 0.118
N -1.6615 -0.0823 -0.3817 0.140
C -0.5183 -0.7161 0.2852 -0.102
H 0.8758 1.5928 1.2201 0.174
H -0.7521 -0.8060 1.3976 0.133
H -2.5420 -0.6086 -0.4846 0.185
C 1.1929 -0.1758 0.0303 -0.311
```

## Properties
Structure (SMILES)   [H]/N=C(/C)C[NH3+]
Total charge   +1
Spin multiplicity   1


Most stable: 1). Least stable: 2).


1) Molecular formula: C3H9N2
Method: DFT, wB97M-V/def2-TZVPD

Structure (XYZ):
```
14
Properties=species:S:1:pos:R:3:lowdin_charge:R:1
H 3.8391 0.1747 0.2033 0.136
H -5.7926 1.7988 0.5613 0.001
C 2.7546 0.0708 0.1325 -0.209
H -2.6728 -1.6962 -0.3136 0.092
N -3.0846 0.1836 0.2382 0.199
C 1.9544 1.1496 -0.3283 0.319
H 2.6266 -1.6203 1.0922 0.115
H -0.8119 -0.7613 -0.5016 0.124
H 2.3144 2.1510 -0.1660 0.109
N 2.1685 -1.0507 0.3747 0.254
H 0.9149 0.8202 -0.4658 0.070
H -5.3661 1.8589 1.1719 -0.006
H -2.2539 -0.4403 -1.5604 0.099
C -2.4487 -0.6315 -0.5053 -0.303
```

## Properties
Total charge   +1
Spin multiplicity   1


2) Molecular formula: C3H9N2
Method: DFT, wB97M-V/def2-TZVPD

Structure (XYZ):
```
14
Properties=species:S:1:pos:R:3:lowdin_charge:R:1
H 3.3629 -0.0447 -0.4410 0.134
H -1.3808 -1.1075 -1.1160 0.098
C -0.8881 0.1916 0.5051 -0.213
H -1.9158 1.2167 -0.8897 0.139
H -2.0642 -1.5260 0.4575 0.109
N -1.4708 1.2582 0.0168 0.149
H 1.5111 1.2738 -0.9938 0.066
H 2.4329 -0.9613 0.6711 0.122
N 2.4481 -0.2045 -0.0093 0.074
H -1.3972 2.1660 0.4503 0.139
H -0.3693 -1.8480 0.1447 0.086
H -0.4908 0.2589 1.5095 0.129
C 1.3942 0.4714 -0.2569 0.023
C -1.1723 -1.1446 -0.0484 -0.054
```

## Properties
Total charge   +1
Spin multiplicity   1


3) Molecular formula: C3H9N2
Method: DFT, wB97M-V/def2-TZVPD

Structure (XYZ):
```
14
Properties=species:S:1:pos:R:3:lowdin_charge:R:1
H 1.2244 1.3832 1.5922 0.193
H 1.1794 -1.1726 -1.3580 0.110
C 0.5356 -1.3458 -0.4314 0.150
H -0.4234 -0.5954 1.3141 0.170
H -1.9608 0.6275 -1.7653 0.077
N -0.3768 0.6973 -0.4719 0.009
H 2.1611 -0.0082 1.6760 0.206
H 2.0879 0.7195 0.2077 0.133
H -2.2118 -0.1819 -0.0793 0.111
N 1.5212 0.5481 1.0067 0.215
C 0.2322 -0.1827 0.4794 -0.444
H -0.0111 -2.2088 -0.3125 0.043
C -1.7914 0.6638 -0.7158 -0.099
H -2.0274 1.7438 -0.4328 0.126
```

## Properties
Total charge   +1
Spin multiplicity   1


Most stable: 2). Least stable: 1).


1) Molecular formula: C3H9N2
Method: DFT, wB97M-V/def2-TZVPD

Structure (XYZ):
```
14
Properties=species:S:1:pos:R:3:lowdin_charge:R:1
C -0.0128 -0.0082 -0.2668 -0.377
H -1.0532 -1.2674 -1.5593 0.116
H 0.2529 -0.6326 -2.1797 0.178
H 0.2552 -1.9884 -1.1351 0.209
C 0.8392 -0.4108 0.7489 -0.145
C -0.8370 1.1267 -0.4978 -0.088
H 0.4212 1.1433 2.3587 0.187
H 1.4963 -1.3129 0.5789 0.146
H 1.4880 -0.2547 2.7950 0.148
N 0.9556 0.2164 1.9689 0.031
H -1.2147 1.4633 -1.5928 0.140
H -1.8295 0.8092 0.1586 0.151
H -0.5962 2.1379 -0.0500 0.099
N -0.1650 -1.0218 -1.3274 0.203
```

## Properties
Structure (SMILES)   C/C([NH3+])=C\N
Total charge   +1
Spin multiplicity   1


2) Molecular formula: C3H9N2
Method: DFT, wB97M-V/def2-TZVPD

Structure (XYZ):
```
14
Properties=species:S:1:pos:R:3:lowdin_charge:R:1
C 0.9874 -0.6412 -0.3388 -0.156
H 1.8240 -0.1339 -0.7924 0.118
N -2.0067 1.5525 -0.5775 0.195
H 0.5992 1.3605 -0.4722 0.159
H -1.7112 -0.3768 0.0203 0.174
H -3.0097 1.5266 -0.5277 0.136
H -1.6357 2.4196 -0.9501 0.143
H 2.4002 -1.4562 1.0863 0.084
C -1.2273 0.5774 -0.1588 -0.137
H 1.0424 -0.6135 1.8271 0.077
H 0.5208 -1.3126 -1.0560 0.126
C 1.3370 -1.2521 1.0122 -0.058
H 0.8129 -2.1998 1.1272 0.081
N 0.0669 0.5495 -0.1996 0.057
```

## Properties
Structure (SMILES)   CC/[NH+]=C/N
Total charge   +1
Spin multiplicity   1


3) Molecular formula: C3H9N2
Method: DFT, wB97M-V/def2-TZVPD

Structure (XYZ):
```
14
Properties=species:S:1:pos:R:3:lowdin_charge:R:1
C -2.6755 0.9769 -0.0020 0.281
H 0.3927 1.2878 -1.0631 0.165
H 2.2370 -1.2019 -0.4352 0.091
H 2.5497 0.2640 -1.3215 0.071
H 1.5909 -0.8355 -2.0920 0.118
C 0.6752 0.4107 -0.3844 -0.220
H -1.9295 1.6888 -0.2398 -0.002
H -3.0786 0.9451 1.0684 0.084
N -0.6166 -1.5195 0.2505 0.240
H -2.9269 0.2560 -0.6987 0.003
N -0.3757 -0.3935 0.0147 -0.021
H 1.1006 0.7589 0.5317 0.138
H 0.1097 -2.2433 0.2154 0.134
C 1.7710 -0.4088 -1.0478 -0.082
```

## Properties
Total charge   +1
Spin multiplicity   1


Most stable: 2). Least stable: 3).


1) Molecular formula: C22H57N7O10
Method: DFT, wB97M-V/def2-TZVPD

Structure (XYZ):
```
96
Properties=species:S:1:pos:R:3:lowdin_charge:R:1
H 17.0291 12.8704 11.2760 0.154
O 6.7897 24.5394 12.9843 0.387
N 18.0234 18.0910 9.8569 0.077
H 16.2197 21.2911 17.5151 0.165
H 6.6976 7.7730 16.0706 0.091
H 7.4755 9.1078 15.1643 0.066
C 18.7257 3.5653 4.7059 0.046
H 17.1699 4.5065 3.6240 0.146
H 16.7574 21.9871 15.4711 0.121
H 8.6339 11.1978 15.4691 0.145
H 18.4300 8.6727 17.6827 0.114
C 16.2091 4.0286 6.8274 0.047
H 4.3835 5.9296 12.7371 0.103
O 16.1558 8.4314 17.0784 0.216
O 6.3677 4.5795 14.6945 0.224
O 14.4678 14.0158 9.9034 0.094
H 7.2718 6.8396 14.7788 0.095
H 6.2031 21.6321 14.3007 0.155
N 17.8381 8.8945 15.6322 0.080
H 7.8239 21.6523 13.7021 0.121
H 15.0982 8.0532 14.4417 0.157
C 6.8043 23.3826 13.1970 0.132
H 10.4731 12.1864 16.7477 0.100
H 15.3262 6.5040 15.2712 0.095
H 16.6032 6.9739 14.1631 0.081
H 16.4410 5.0348 7.1978 0.101
C 7.1528 15.5716 7.4444 0.006
O 15.4821 3.3370 4.5183 0.189
H 4.7608 6.2456 16.1575 0.198
C 19.3403 16.1629 10.5965 0.054
H 6.4352 21.3322 12.6050 0.130
H 17.9004 10.3235 17.1049 0.108
H 5.0402 14.0752 8.6061 0.073
H 8.7241 8.7343 14.1222 0.095
C 18.4614 9.4260 16.9096 0.034
C 16.2458 3.8628 5.2911 -0.290
H 15.6964 23.0670 16.2552 0.110
H 3.4280 14.5502 8.6227 0.112
C 15.7123 22.1099 15.7772 -0.016
H 7.1041 14.7741 8.1712 0.067
C 6.6671 6.7679 15.6510 -0.060
H 14.6427 21.0885 17.3522 0.194
C 15.5401 13.5075 10.0829 -0.608
C 16.4595 8.1593 16.0012 -0.357
H 6.1716 14.4454 6.0190 0.159
H 17.8591 9.5845 14.9497 0.137
H 16.9375 3.3668 7.1966 0.079
O 16.2727 13.5387 11.2312 0.081
C 18.1256 16.7778 9.7795 -0.536
H 10.6764 14.0184 8.1839 -0.364
O 3.9223 16.3311 6.6451 0.217
C 4.3549 5.0919 13.4227 0.050
H 3.3863 5.1401 13.8849 0.103
H 4.0125 13.4767 7.4308 0.098
H 15.8914 18.7260 9.9090 0.090
H 17.1462 19.9757 10.3113 0.078
C 4.2538 14.3695 7.9492 0.033
H 19.3773 3.5805 3.8301 0.113
H 18.3441 2.5462 4.8138 0.114
C 15.8955 7.3180 14.8857 0.048
C 10.3118 10.2641 15.9953 -0.498
H 20.0190 16.9891 10.8879 0.094
N 5.2780 6.5359 15.3212 0.106
O 16.3181 13.1673 8.9658 0.066
H 18.4463 8.1381 15.2664 0.182
C 6.8206 21.9307 13.4205 0.075
H 18.9028 18.5194 10.1408 0.152
H 7.0276 5.9655 16.3218 0.145
H 10.6312 12.0117 15.0857 0.084
C 5.4537 5.2368 14.4294 -0.363
H 8.6020 8.1771 15.7267 0.046
H 8.1593 15.5877 7.0516 0.065
C 11.0090 11.5373 16.0004 -0.039
H 19.8906 15.6050 9.8685 0.078
H 4.7371 7.3106 14.9679 0.180
H 15.0438 22.0979 14.9241 0.109
H 17.6045 5.4469 4.9284 0.156
N 15.5250 21.1173 16.8130 0.133
H 6.7740 16.3960 8.0755 0.112
C 8.5336 8.9838 15.1229 -0.136
H 18.8214 15.3661 11.1625 0.095
H 15.2446 3.7574 7.1983 0.094
C 4.6164 15.4417 6.9723 -0.370
H 12.1592 11.6047 15.9970 0.123
H 15.6983 13.5206 8.2827 0.139
C 16.9320 18.9458 10.1066 0.216
N 17.5290 4.5272 4.5449 0.111
N 6.0612 15.3753 6.3637 0.112
H 15.8052 20.1381 16.7225 0.182
H 6.0294 16.0810 5.6053 0.195
H 4.4092 4.1979 12.8151 0.112
H 19.2731 3.8776 5.5731 0.094
N 8.9569 10.2381 15.5650 0.011
O 11.0508 9.2858 15.7737 0.019
O 17.2578 16.1905 9.2481 0.162
H 19.4633 9.5959 16.5644 0.105
```

## Properties
Total charge   +6
Spin multiplicity   1


2) Molecular formula: C22H57N7O10
Method: DFT, wB97M-V/def2-TZVPD

Structure (XYZ):
```
96
Properties=species:S:1:pos:R:3:lowdin_charge:R:1
H -12.7815 -9.0387 3.6514 0.110
N -13.8638 -14.8888 5.6659 0.097
H -8.6074 -8.5008 3.1650 0.060
H -14.7621 -13.1236 -0.5672 0.101
H -14.0040 -15.3188 1.2960 0.173
H -11.7157 -10.2929 5.1256 0.084
O -7.9463 -10.5730 -0.5378 0.158
O -13.5473 -15.2340 -1.8935 0.171
H -14.3264 -15.0305 7.7369 0.120
C -11.5206 -9.2399 5.3287 0.048
H -12.1531 -10.6076 -2.4608 0.155
C -14.9193 -15.0741 6.8233 0.095
H -13.0581 -15.4800 5.8126 0.169
H -7.6925 -10.2548 2.7565 0.059
H -6.5881 -5.8453 3.9868 0.158
O -14.8988 -8.2880 2.2944 0.119
H -15.6472 -14.2669 6.7413 0.108
N -11.5040 -11.3645 -2.2997 0.076
O -14.2233 -9.5882 6.1750 0.183
H -8.3904 -7.2276 4.3578 0.100
H -9.8103 -9.5617 -4.5798 0.120
H -15.9430 -5.6019 0.9300 0.178
H -12.5240 -7.6580 4.4151 0.155
N -6.0826 -6.2063 3.1904 0.116
O -9.4202 -12.0062 -3.3925 0.142
H -10.5958 -8.8820 4.8762 0.087
H -15.5561 -7.3208 4.9103 0.091
H -15.3794 -16.0478 6.6549 0.117
C -12.1374 -12.6597 -2.7761 0.025
H -8.2615 -13.6065 -0.9925 0.080
O -6.6779 -8.0674 1.6813 0.168
H -14.7731 -7.4671 -0.7846 0.111
C -8.3533 -7.4484 3.2911 0.012
H -14.2803 -15.2014 4.8006 0.161
H -10.6807 -8.9377 -3.1260 0.078
H -16.3441 -6.0837 2.4476 0.186
O -12.5922 -9.9975 1.8576 0.093
H -13.0705 -9.9286 1.0281 0.100
H -9.1695 -6.8049 2.9625 0.110
H -4.9290 -4.6681 2.4157 0.123
N -13.9218 -14.8546 0.4027 0.104
H -12.9354 -14.6627 0.3014 0.161
N -8.3240 -11.7469 1.4094 0.080
H -11.1250 -13.0479 5.2805 0.115
C -14.8096 -16.9762 -0.7546 0.062
H -18.1644 -6.2702 1.0071 0.128
H -6.3320 -11.1965 2.0323 0.128
C -5.8751 -5.1278 2.1301 0.053
H -11.4289 -11.3573 -1.2925 0.076
C -14.0776 -15.6379 -0.8770 -0.349
H -5.8418 -5.6105 1.1534 0.107
H -13.0725 -12.7804 -2.2291 0.064
H -15.1838 -7.3652 6.5630 0.124
C -14.2359 -7.2759 0.1443 0.051
H -9.2401 -11.3445 1.5472 0.075
H -7.1607 -12.6655 -1.8017 0.096
H -12.0157 -12.6029 3.8709 0.066
H -11.4942 -13.5090 -2.5455 0.101
H -6.6611 -4.3730 2.1054 0.115
H -12.2968 -12.5260 -3.8460 0.128
C -15.0730 -7.4311 1.4329 -0.342
C -14.7013 -7.3559 5.5857 0.032
O -11.1095 -10.6633 0.3129 0.001
H -8.5740 -12.7120 1.5711 0.168
C -7.3418 -11.2372 2.4404 0.064
H -13.7934 -12.8348 0.8938 0.081
C -14.5712 -13.4580 0.4526 0.056
H -11.5810 -9.0347 6.3975 0.125
H -8.9713 -9.2620 -3.0365 0.098
N -16.1569 -6.4024 1.5077 0.118
O -13.7722 -12.5412 5.9937 0.157
H -13.8600 -6.2560 0.0635 0.113
H -6.6403 -13.6072 -0.3888 0.105
N -12.6932 -8.6407 4.5755 0.104
C -7.9114 -11.6522 -0.0164 -0.352
H -14.0025 -17.7029 -0.6610 0.123
H -5.2322 -6.6293 3.5340 0.184
H -17.3573 -7.1295 -0.2719 0.123
H -13.3861 -7.9585 0.1514 0.075
H -7.5037 -11.8710 3.3123 0.114
H -14.0983 -6.4482 5.5616 0.106
C -13.2305 -13.4887 5.4548 -0.318
C -11.9440 -13.3730 4.6389 0.024
C -7.4168 -12.9507 -0.7813 0.051
C -9.8998 -9.6030 -3.4943 0.052
C -11.4233 -10.4663 1.4934 -0.814
O -10.5601 -10.5549 2.4039 -0.025
H -11.7116 -14.2587 4.0477 0.084
C -7.0260 -7.3686 2.6125 -0.311
H -15.6774 -17.1465 -0.1174 0.110
H -15.4741 -13.4575 1.0631 0.114
C -17.4023 -7.0248 0.8121 0.086
H -15.1940 -17.0650 -1.7707 0.118
H -17.5930 -7.9425 1.3684 0.115
C -10.1276 -11.0608 -2.9983 -0.270
C -13.9326 -8.6286 5.5028 -0.354
```

## Properties
Total charge   +6
Spin multiplicity   1


Most stable: 2). Least stable: 1).